(1)
{"formula": "C8H11Cl2N2O2", "method": "ωB97M-V/def2-TZVPD", "species": ["C", "C", "C", "C", "C", "C", "C", "C", "N", "N", "O", "O", "Cl", "Cl", "H", "H", "H", "H", "H", "H", "H", "H", "H", "H", "H"], "coordinates": [[0.645, 2.276, -0.527], [1.462, -0.084, -0.043], [1.584, 1.200, -0.422], [-0.585, 2.039, -0.157], [0.202, -0.711, 0.665], [-1.108, -0.527, -0.035], [0.552, -2.094, 1.050], [-1.484, -1.181, -1.270], [2.963, 1.522, -0.880], [-2.305, -0.152, 0.737], [3.155, 2.751, -1.102], [3.751, 0.661, -1.027], [-2.042, 2.845, 0.027], [0.228, 0.232, 2.361], [1.005, 3.217, -0.899], [2.446, -0.589, 0.064], [0.443, -2.907, 0.305], [-0.021, -2.527, 1.791], [1.575, -2.137, 1.420], [-1.764, -0.419, -2.083], [-2.385, -1.855, -1.159], [-0.578, -1.669, -1.759], [-2.092, -0.389, 1.727], [-3.286, -0.409, 0.580], [-2.363, 0.907, 0.637]], "e_homo_ev": [-13.1, -13.2], "total_charge": 1, "lumo_ev": [-5.0, -4.9], "homo_lumo_gap_ha": [0.2986, 0.3071]}

(2)
{"formula": "C8H11IN2O2", "method": "ωB97M-V/def2-TZVPD", "species": ["C", "C", "C", "C", "C", "C", "C", "C", "N", "N", "O", "O", "I", "H", "H", "H", "H", "H", "H", "H", "H", "H", "H", "H"], "coordinates": [[-2.254, 0.400, 2.435], [-2.608, -0.017, 1.377], [0.127, 3.035, -0.236], [0.464, -1.865, -1.348], [0.570, 0.545, -0.716], [1.346, 3.545, -1.113], [-0.243, -3.101, -0.838], [0.016, 1.575, -0.042], [-0.539, 3.929, 0.353], [0.174, -0.777, -0.610], [1.287, -1.733, -2.270], [1.599, 0.817, -1.574], [-3.646, -0.957, -0.085], [-1.899, 0.641, 3.475], [1.836, -0.102, -2.018], [1.143, 3.171, -2.143], [2.248, 3.074, -0.676], [1.502, 4.601, -1.126], [-1.139, -3.051, -1.474], [0.507, -3.883, -0.902], [-0.403, -2.914, 0.274], [-0.914, 1.278, 0.475], [-1.241, 3.551, 1.082], [-0.449, -0.888, 0.167]], "e_homo_ev": [-6.2, -8.3], "total_charge": 0, "lumo_ev": [0.4, -4.2], "homo_lumo_gap_ha": [0.2424, 0.1521], "spin_multiplicity": 3}